Entry from the OMol25 dataset: a cluster of 8 separate species, C24H36O24S in total (ωB97M-V/def2-TZVPD).

Each line ends with the Löwdin charge.
Geometry (Å):
C 2.3835 -2.4719 -1.8257  0.004
C 3.0595 -1.8609 -3.1617  -0.346
O 2.1535 -1.1939 -3.8147  -0.231
S 2.6895 -0.0189 -4.8587  0.637
C 1.2095 0.7911 -5.2497  -0.145
O 3.5135 0.9061 -4.1797  -0.272
O 3.0975 -0.6969 -6.1177  -0.309
H 1.3965 -2.8309 -1.9977  0.045
H 2.2835 -1.8719 -0.9967  0.008
H 3.0875 -3.3979 -1.5897  0.127
H 3.9485 -1.3489 -2.8767  0.099
H 3.5045 -2.5279 -3.9337  0.130
H 0.5385 0.0741 -5.0667  -0.007
H 1.0635 1.3461 -6.3097  0.146
H 1.2315 1.7101 -4.4037  0.136
O 1.9055 1.5621 -1.0627  0.136
C 1.2005 2.4051 -0.5217  -0.681
O 1.4565 3.6471 -0.3707  0.140
C 0.4385 4.2101 0.3183  -0.194
C -0.6685 3.3061 0.3213  -0.081
O 0.0335 2.1111 -0.0787  0.071
H 0.6975 4.4811 1.4333  0.169
H 0.2265 5.2561 -0.1477  0.177
H -1.3305 3.4681 -0.4697  0.121
H -1.0365 3.2261 1.2833  0.115
O -3.4785 1.3941 -6.1157  0.125
C -2.9015 1.6661 -5.0617  -0.552
O -2.2555 0.8541 -4.3387  0.126
C -1.8765 1.3911 -3.1207  -0.081
C -2.3305 2.9101 -3.2607  -0.141
O -3.0085 2.9241 -4.4717  0.061
H -2.5485 1.1681 -2.3337  0.088
H -0.8355 1.3581 -2.6067  0.157
H -1.5195 3.6031 -3.2977  0.109
H -2.9145 3.4111 -2.6157  0.085
O -5.9325 -5.3599 -0.5177  0.178
C -5.6535 -4.2269 -0.2827  -0.526
O -6.4995 -3.2119 -0.1057  0.060
C -5.8585 -1.9279 0.0033  -0.079
C -4.3785 -2.3499 0.0413  -0.194
O -4.3885 -3.6939 -0.1057  0.081
H -6.2545 -1.2389 -0.8177  0.157
H -5.9495 -1.3879 1.0063  0.125
H -3.8475 -1.8439 0.9213  0.137
H -3.9355 -1.9139 -0.7277  0.071
O -0.7765 -4.2129 -0.7517  0.200
C -0.7515 -3.1659 -0.2417  -0.622
O -0.6255 -2.9349 1.0653  0.046
C -0.2345 -1.6329 1.4513  -0.049
C -0.3615 -0.9589 0.0343  -0.098
O -0.7445 -1.9939 -0.9247  0.051
H -1.3605 -1.2619 2.0423  0.195
H 0.6745 -1.4069 1.7853  0.056
H 0.5995 -0.6239 -0.1527  0.065
H -1.1195 -0.0799 -0.0427  0.122
O 3.4485 -2.0559 1.4553  0.171
C 4.4575 -1.9269 2.0573  -0.565
O 5.6035 -2.6949 1.8383  0.064
C 6.6855 -2.0609 2.5253  -0.155
C 6.0335 -1.1329 3.3913  -0.143
O 4.7425 -0.8929 2.8113  0.026
H 7.1115 -2.8979 3.0693  0.148
H 7.2625 -1.5479 1.8203  0.124
H 6.5425 -0.0179 3.4143  0.193
H 5.7225 -1.5379 4.4473  0.172
O -3.4435 0.5901 -0.0767  0.019
C -3.4465 0.6441 1.2523  -0.596
O -2.4235 0.9801 1.9713  0.076
C -2.8215 0.7201 3.3253  -0.099
C -4.2735 0.3251 3.2863  -0.081
O -4.4615 0.3291 1.8973  0.091
H -2.0715 0.0911 3.7793  0.118
H -2.7395 1.6371 4.0473  0.170
H -4.9485 0.9251 3.9413  0.152
H -4.5665 -0.6989 3.5393  0.143
O 0.2955 1.5211 5.5573  0.112
C 1.0965 1.5241 4.6273  -0.782
O 2.2385 2.0401 4.7353  0.149
C 2.9675 1.8001 3.6103  -0.138
C 1.9285 1.3841 2.6373  -0.048
O 0.8525 1.0461 3.5603  0.170
H 3.6455 2.6701 3.2123  0.179
H 3.7135 0.9481 3.7203  0.132
H 2.1655 0.6151 1.8323  0.158
H 1.6665 2.1401 1.9373  0.093

Cartesian forces (eV/Å) of the 2 atoms listed first:
3.2195 -3.4071 -3.1501
2.6066 -4.0592 3.0576

Its HOMO-LUMO gap is 0.36154 Eh. As for the SMILES: CCOS(C)(=O)=O.O=C1OCCO1.O=C1OCCO1.O=C1OCCO1.O=C1OCCO1.O=C1OCCO1.O=C1OCCO1.O=C1OCCO1.